Entry 1:
Density functional theory data (ωB97M-V with the def2-TZVPD basis set) for C25H24N4O2S2 in the gas phase at a distorted geometry.

```
57
Properties=species:S:1:pos:R:3
C -5.71 0.43 1.26
H 1.70 0.50 1.07
C 1.31 4.16 -0.25
H 6.84 -4.94 -0.06
C 4.22 -3.05 -1.01
C 3.80 -2.60 0.23
O 3.64 -0.18 -1.28
H -8.42 -1.53 -2.49
H 2.32 -1.55 1.39
N -1.10 0.02 1.49
H 5.88 2.75 -0.06
C 3.75 2.74 -0.18
H -7.83 0.73 1.27
C -0.08 -1.44 0.18
C -4.90 -1.19 -0.31
S -1.76 -1.70 -0.31
C -7.00 0.20 0.84
N 0.05 -0.54 1.10
C 2.64 -1.65 0.35
H -8.60 -2.82 -1.27
C 5.99 -4.29 0.02
C 5.57 -3.85 1.27
H 3.69 -2.73 -1.90
N 2.47 0.74 0.46
C -8.89 -1.80 -1.54
H -5.53 1.15 2.05
C 0.01 4.91 -0.28
O -8.57 -0.88 -0.52
C 2.51 4.79 -0.57
N -3.37 0.03 1.18
C 2.98 -0.28 -0.27
C 2.54 2.10 0.10
C -7.26 -0.73 -0.17
H 2.50 5.83 -0.83
H -9.97 -1.75 -1.65
H -4.10 -1.74 -0.77
C 1.34 2.81 0.08
H 5.19 1.36 -0.92
H 4.62 4.60 -0.74
C -6.20 -1.42 -0.74
S 1.19 -2.34 -0.55
H -3.34 0.73 1.91
H 0.10 5.84 0.28
C -4.64 -0.27 0.70
H 5.10 1.43 0.84
H 5.63 -4.23 -2.09
C 4.48 -3.01 1.37
H 4.16 -2.66 2.34
C 3.70 4.09 -0.52
H 6.10 -4.16 2.16
H 0.43 2.29 0.33
H -6.35 -2.14 -1.52
C -2.14 -0.44 0.88
H -0.25 5.17 -1.31
C 5.31 -3.89 -1.12
H -0.79 4.32 0.14
C 5.06 2.04 -0.07
```

Computed properties:
SMILES = COc1ccc(Nc2nnc(S[C@H](C(=O)Nc3cc(C)ccc3C)c3ccccc3)s2)cc1
Maximum force = 1.6 eV/A
Net charge = 0
Energy relative to the best compared isomer or geometry (same formula, charge and spin) = 8.57 kcal per mole
E_tot = -58040.5768 eV
Multiplicity = 1

---

Entry 2:
Density functional theory data (ωB97M-V with the def2-TZVPD basis set) for C21H26N4O3S3 in the gas phase at a distorted geometry.

```
57
Properties=species:S:1:pos:R:3
C 3.14 1.76 -1.60
H 0.23 -2.36 -1.44
O -5.97 -0.06 -3.41
C -4.79 -0.47 -1.37
H 3.78 1.14 -2.24
H 1.59 -3.80 -2.95
C -0.15 -0.37 1.85
C -2.95 1.30 -2.20
N -3.59 -0.76 0.57
N -4.02 1.04 -2.98
H 0.85 -0.47 1.47
H 4.55 1.81 0.04
H 1.35 -1.27 -3.31
C 1.91 -3.61 -1.93
H 2.16 -0.87 3.37
H 2.84 -1.08 -2.36
H 1.50 1.48 -0.22
H 0.39 2.74 -1.94
S -1.81 2.48 -2.78
C 4.01 2.51 -0.60
H 1.58 -4.44 -1.31
C -5.04 0.12 -2.65
N 1.26 0.15 -1.81
H 2.63 2.47 -2.25
H -0.69 1.94 -0.75
H 3.00 -3.57 -1.91
C -0.38 -0.01 3.18
H 2.56 -0.19 5.74
C -0.37 1.98 -1.79
S -5.75 -1.65 -0.52
C 2.78 0.50 4.93
H 2.16 0.85 2.89
H -4.09 1.48 -3.89
H 4.74 3.13 -1.11
C 1.32 -2.30 -1.43
C -1.21 -0.63 1.01
H 3.84 0.43 4.69
H -1.03 -0.91 -0.02
H 3.40 3.15 0.03
C 1.75 -1.12 -2.30
H 2.56 1.51 5.27
C -2.76 -0.16 2.79
C -4.61 -1.64 0.83
N -2.75 0.77 -1.03
C 1.94 0.16 3.71
H -3.77 -0.08 3.15
S -4.75 -2.57 2.16
H 1.63 -2.13 -0.39
C -2.51 -0.52 1.47
C -1.70 0.09 3.63
C 0.07 0.59 -2.27
C -3.67 -0.13 -0.63
O 0.58 0.26 4.09
H 2.64 0.14 -0.28
H -1.87 0.37 4.66
C 2.11 0.88 -0.89
O -0.62 -0.06 -3.02
```

Computed properties:
SMILES = CCCN(CCC)C(=O)CSc1nc2c(sc(=S)n2-c2ccc(OCC)cc2)c(=O)[nH]1
Maximum force = 1.6 eV/A
Net charge = 0
Energy relative to the best compared isomer or geometry (same formula, charge and spin) = 1.31 kcal per mole
E_tot = -66809.3496 eV
Multiplicity = 1